Computed, not measured: C4H4N2O2 as an isolated structure in a non-equilibrium geometry, with ωB97M-V/def2-TZVPD.

Values from the calculation:
E_HOMO = -9.0 eV
F_max = 5.69 eV/A
Molecular weight = 112.1 g/mol

The geometry in ORCA input format:
```
! RIJCOSX wB97M-V def2-TZVPD def2/J DEFGRID3
* xyz 0 1
C -0.312 0.734 -0.071
C 0.932 1.346 -0.076
C 0.860 -1.351 -0.071
C -0.298 -0.695 -0.146
H -2.208 0.948 -0.352
H 0.952 2.490 -0.065
H 0.849 -2.430 0.076
H -1.890 -1.192 1.018
N 2.047 0.617 -0.002
N 2.044 -0.663 -0.110
O -1.384 1.475 -0.047
O -1.592 -1.279 -0.156
*
```